# 1
Here is a molecular structure, C3H7N2S2 from OMol25. Energies are from wB97M-V/def2-TZVPD.

Output
total charge	+1
gap between HOMO and LUMO (spin up / spin down)	6.6059 / 6.6878	eV
relative energy (zero: lowest compared OMol25 entry of this formula, charge and spin)	390.2	kJ/mol
HOMO energy (spin up / spin down)	-11.332 / -11.419	eV
electronic energy	-27864.8505	eV
LUMO (spin up / spin down)	-4.726 / -4.731	eV

Each line ends with the Mulliken charge.
Cartesian coordinates (Å):
C (-0.80, -1.06, 0.16)  -0.244
C (-2.10, 1.01, -0.47)  -0.251
C (1.46, 0.02, 0.07)  0.625
N (0.57, -1.02, 0.00)  -0.221
N (-1.89, -0.17, 0.01)  -0.107
S (0.93, 1.64, 0.11)  -0.230
S (3.13, -0.03, -0.27)  -0.200
H (-1.07, -1.91, 0.81)  0.250
H (-1.32, 1.67, -0.81)  0.237
H (-3.13, 1.43, -0.42)  0.249
H (0.89, -1.95, 0.05)  0.230
H (-2.51, -0.50, 0.72)  0.265
H (2.27, 2.12, -0.01)  0.227
H (3.58, -1.26, 0.05)  0.172

***

# 2
Here is C16H21N3O3S in the gas phase from OMol25. Energies are from wB97M-V/def2-TZVPD.

Output
SMILES string	O=C(CCn1c(=O)sc2ccccc21)NCCN1CCOCC1
gap between HOMO and LUMO	9.0486	eV
relative energy (zero: lowest compared OMol25 entry of this formula, charge and spin)	96.1	kJ/mol
HOMO energy	-8.259	eV
electronic energy	-38382.0682	eV
LUMO	0.790	eV

Each line ends with the Mulliken charge.
Cartesian coordinates (Å):
O (0.28, 2.09, 0.48)  -0.632
C (-0.49, 2.11, -0.46)  0.568
N (-1.79, 2.43, -0.34)  -0.091
H (-2.41, 2.31, -1.13)  0.285
C (-2.44, 2.53, 0.96)  -0.910
C (-3.57, 1.50, 1.08)  -0.839
N (-3.19, 0.21, 0.51)  0.313
C (-4.34, -0.66, 0.37)  -0.589
C (-3.91, -1.96, -0.31)  -0.591
O (-2.91, -2.62, 0.44)  -0.469
C (-1.79, -1.77, 0.57)  -0.694
C (-2.16, -0.47, 1.28)  -0.759
H (-1.27, 0.16, 1.35)  0.534
H (-2.51, -0.70, 2.30)  0.250
H (-1.05, -2.33, 1.15)  0.370
H (-1.38, -1.54, -0.42)  0.396
H (-4.74, -2.66, -0.38)  0.369
H (-3.53, -1.74, -1.32)  0.282
H (-5.09, -0.17, -0.25)  0.399
H (-4.79, -0.90, 1.35)  0.321
H (-4.43, 1.85, 0.50)  0.436
H (-3.87, 1.42, 2.13)  0.342
H (-2.85, 3.53, 1.10)  0.371
H (-1.66, 2.36, 1.70)  0.404
C (-0.08, 1.82, -1.90)  -0.785
H (-0.27, 2.70, -2.51)  0.457
H (-0.68, 1.00, -2.28)  0.513
C (1.40, 1.45, -2.00)  -1.054
N (1.73, 0.27, -1.22)  0.258
C (1.15, -0.91, -1.56)  0.521
O (0.38, -1.09, -2.47)  -0.620
S (1.69, -2.19, -0.44)  -0.189
C (2.67, -1.03, 0.44)  0.790
C (3.47, -1.27, 1.54)  -0.553
C (4.17, -0.22, 2.09)  -0.518
C (4.07, 1.06, 1.55)  -0.953
C (3.27, 1.30, 0.44)  -0.557
C (2.56, 0.25, -0.12)  0.419
H (3.19, 2.30, 0.05)  0.318
H (4.62, 1.87, 1.99)  0.379
H (4.80, -0.38, 2.95)  0.383
H (3.53, -2.27, 1.95)  0.414
H (2.02, 2.27, -1.65)  0.322
H (1.64, 1.25, -3.05)  0.388

***

# 3
Here is 2 unconnected molecules or ions with the total composition C28H59Cl2IN3OPS2 from OMol25. Energies are from wB97M-V/def2-TZVPD.

Output
SMILES string	CCCCCCCCN(CCCCCCCC)C(=S)SCCC[C@](N)(COCCCCI)[PH2]=N.ClCCCl
gap between HOMO and LUMO	7.4179	eV
HOMO energy	-7.870	eV
electronic energy	-100601.5062	eV
LUMO	-0.452	eV

Each line ends with the Mulliken charge.
Cartesian coordinates (Å):
C (8.07, 0.94, 0.34)  -0.785
C (7.45, 0.70, -1.17)  -0.247
C (6.72, -0.76, -1.38)  -0.692
C (5.34, -0.68, -2.31)  -0.298
C (4.30, -1.77, -1.66)  -0.422
C (2.81, -1.81, -2.37)  -0.600
C (1.83, -2.65, -1.30)  0.323
C (0.24, -2.63, -1.76)  -0.890
N (-0.71, -2.12, -0.70)  0.330
C (-2.06, -2.01, -1.42)  -0.636
C (-3.16, -1.10, -0.58)  -0.338
C (-4.52, -0.75, -1.45)  -0.118
C (-5.79, -0.49, -0.44)  -0.677
C (-6.25, 1.10, -0.69)  -0.430
C (-7.76, 1.26, -0.01)  -0.432
C (-8.20, 2.84, 0.10)  -0.349
C (-7.54, 3.50, 1.47)  -0.896
C (-0.80, -3.07, 0.49)  -0.203
S (-0.38, -4.75, 0.42)  -0.153
S (-1.43, -2.50, 2.20)  -0.180
C (-0.22, -3.08, 3.53)  -0.536
C (-0.04, -2.00, 4.77)  -0.539
C (1.41, -1.23, 4.78)  -0.835
C (1.70, -0.27, 3.48)  0.555
N (1.86, -1.00, 2.16)  -0.151
C (3.19, 0.44, 3.77)  -0.748
O (3.22, 1.78, 3.16)  -0.390
C (3.90, 1.76, 1.85)  0.033
C (3.47, 3.17, 1.06)  -0.669
C (3.95, 3.06, -0.51)  0.338
C (4.48, 4.57, -0.99)  -0.983
I (3.97, 5.03, -3.09)  -0.021
P (0.48, 1.17, 3.22)  0.264
N (-1.08, 0.75, 3.17)  -0.695
H (7.24, 1.26, 1.12)  0.047
H (8.64, -0.01, 0.76)  0.283
H (8.83, 1.84, 0.27)  0.305
H (6.75, 1.60, -1.48)  0.158
H (8.38, 0.73, -1.91)  0.336
H (7.47, -1.45, -1.99)  0.238
H (6.44, -1.31, -0.38)  0.356
H (5.57, -1.01, -3.42)  0.309
H (4.89, 0.40, -2.37)  0.207
H (4.77, -2.86, -1.67)  0.244
H (4.16, -1.49, -0.50)  0.035
H (2.37, -0.72, -2.56)  0.310
H (2.94, -2.41, -3.39)  0.235
H (2.17, -3.79, -1.40)  0.272
H (2.02, -2.23, -0.22)  -0.416
H (0.18, -1.85, -2.66)  0.401
H (-0.09, -3.67, -2.25)  0.331
H (-1.96, -1.49, -2.48)  0.317
H (-2.52, -3.09, -1.65)  0.254
H (-2.68, -0.13, -0.12)  0.015
H (-3.52, -1.76, 0.34)  0.270
H (-4.27, 0.19, -2.14)  0.298
H (-4.72, -1.69, -2.17)  0.141
H (-5.48, -0.55, 0.70)  0.354
H (-6.70, -1.21, -0.63)  0.263
H (-6.27, 1.36, -1.85)  0.157
H (-5.48, 1.80, -0.12)  0.146
H (-8.49, 0.67, -0.72)  0.230
H (-7.76, 0.77, 1.08)  0.206
H (-9.37, 2.88, 0.11)  0.294
H (-7.72, 3.39, -0.82)  0.224
H (-7.59, 2.71, 2.34)  0.239
H (-6.44, 3.86, 1.31)  0.235
H (-8.14, 4.46, 1.85)  0.287
H (0.80, -3.37, 3.05)  0.241
H (-0.69, -4.08, 3.98)  0.412
H (-0.06, -2.66, 5.76)  0.336
H (-0.97, -1.26, 4.88)  0.335
H (2.27, -2.03, 4.94)  0.283
H (1.44, -0.54, 5.74)  0.391
H (2.28, -1.96, 2.28)  0.278
H (0.98, -1.02, 1.60)  -0.071
H (3.23, 0.58, 4.95)  0.333
H (4.09, -0.25, 3.49)  0.234
H (5.08, 1.77, 2.01)  0.054
H (3.57, 0.84, 1.17)  0.094
H (2.28, 3.22, 1.13)  0.120
H (3.89, 4.13, 1.62)  0.296
H (3.06, 2.76, -1.22)  0.415
H (4.82, 2.27, -0.69)  -0.372
H (5.66, 4.60, -0.86)  0.380
H (3.92, 5.33, -0.30)  0.438
H (0.80, 1.79, 1.96)  0.001
H (0.72, 2.18, 4.26)  0.065
H (-1.50, 0.99, 2.23)  0.223
Cl (-4.37, -1.79, -4.25)  -0.106
C (-5.60, -1.34, -5.46)  -0.547
C (-6.35, -0.07, -5.06)  -0.558
Cl (-7.40, -0.33, -3.65)  -0.140
H (-6.28, -2.18, -5.59)  0.333
H (-5.07, -1.18, -6.40)  0.315
H (-7.00, 0.25, -5.89)  0.407
H (-5.66, 0.75, -4.83)  0.298

***

# 4
Here is C5H4O in the gas phase from OMol25. Energies are from wB97M-V/def2-TZVPD.

Output
SMILES string	C#CC#CCO
gap between HOMO and LUMO	9.1419	eV
relative energy (zero: lowest compared OMol25 entry of this formula, charge and spin)	361.7	kJ/mol
HOMO energy	-9.511	eV
electronic energy	-7291.9593	eV
LUMO	-0.369	eV

Each line ends with the Mulliken charge.
Cartesian coordinates (Å):
O (-2.56, -0.22, 0.09)  -0.508
C (-1.37, -0.86, -0.28)  -0.067
C (-0.42, 0.06, -0.98)  -0.242
C (0.66, 0.29, -0.48)  0.258
C (1.80, 0.59, 0.18)  -0.297
C (2.84, 0.98, 0.64)  -0.394
H (-2.40, 0.73, 0.16)  0.348
H (-1.54, -1.74, -0.89)  0.255
H (-0.79, -1.19, 0.58)  0.223
H (3.77, 1.35, 0.99)  0.425

***

# 5
Here is 11 unconnected molecules or ions with the total composition C52H55N11 from OMol25. Energies are from wB97M-V/def2-TZVPD.

Output
SMILES string	c1cc[nH]c1.c1cc[nH]c1.c1cc[nH]c1.c1ccncc1.c1ccncc1.c1ccncc1.c1ccncc1.c1ccncc1.c1ccncc1.c1ccncc1.c1ccncc1
gap between HOMO and LUMO	8.3729	eV
relative energy (zero: lowest compared OMol25 entry of this formula, charge and spin)	0.0	kJ/mol
HOMO energy	-8.158	eV
electronic energy	-71202.9178	eV
LUMO	0.215	eV

Each line ends with the Mulliken charge.
Cartesian coordinates (Å):
N (-1.76, -5.30, -0.50)  0.155
C (-1.36, -4.63, 0.62)  -0.934
C (-1.56, -5.45, 1.70)  -0.530
C (-2.23, -6.60, 1.26)  -0.485
C (-2.41, -6.46, -0.09)  -0.911
H (-1.69, -4.97, -1.45)  0.282
H (-0.93, -3.65, 0.49)  1.154
H (-1.12, -5.30, 2.68)  0.429
H (-2.49, -7.39, 1.95)  0.434
H (-2.93, -7.07, -0.82)  0.454
N (0.46, 1.46, -0.70)  0.923
C (-0.45, 0.48, -0.90)  -1.268
C (-0.12, -0.53, -0.06)  0.096
C (0.90, -0.09, 0.75)  0.783
C (1.30, 1.15, 0.31)  -2.148
H (0.41, 2.36, -1.16)  0.074
H (-1.33, 0.69, -1.49)  0.454
H (-0.60, -1.49, 0.07)  -0.098
H (1.28, -0.66, 1.59)  0.768
H (2.03, 1.91, 0.56)  0.710
N (-4.88, -0.44, -2.08)  0.065
C (-5.73, -1.46, -2.10)  -0.376
C (-5.27, -2.41, -1.26)  -1.010
C (-4.10, -1.99, -0.66)  -0.087
C (-3.91, -0.68, -1.15)  -0.776
H (-4.90, 0.35, -2.72)  0.228
H (-6.54, -1.32, -2.81)  0.460
H (-5.69, -3.39, -1.11)  0.440
H (-3.36, -2.49, -0.05)  0.640
H (-3.17, 0.06, -0.91)  0.376
N (5.67, -2.02, 1.85)  -0.600
C (5.52, -0.88, 2.56)  -0.492
C (4.94, 0.33, 2.11)  -0.461
C (4.53, 0.40, 0.80)  -0.138
C (4.77, -0.69, 0.01)  0.082
C (5.36, -1.83, 0.52)  -0.582
H (5.96, -0.96, 3.54)  0.416
H (4.94, 1.18, 2.78)  0.452
H (4.24, 1.38, 0.43)  0.616
H (4.58, -0.56, -1.05)  0.315
H (5.59, -2.64, -0.16)  0.415
N (4.18, 1.50, -3.05)  -0.416
C (5.49, 1.69, -2.89)  -0.275
C (6.01, 2.98, -2.82)  -0.387
C (5.15, 4.11, -2.86)  -0.523
C (3.76, 3.88, -2.96)  -0.054
C (3.29, 2.58, -3.16)  -0.352
H (6.10, 0.81, -2.97)  0.415
H (7.08, 3.04, -2.73)  0.408
H (5.69, 5.04, -2.87)  0.383
H (3.02, 4.66, -2.95)  0.400
H (2.23, 2.36, -3.25)  0.399
N (-4.34, 0.78, -7.27)  -0.583
C (-3.75, 1.93, -6.91)  -0.237
C (-3.23, 2.11, -5.62)  -0.473
C (-3.29, 1.10, -4.70)  0.109
C (-3.74, -0.13, -5.13)  -0.149
C (-4.26, -0.30, -6.41)  -0.377
H (-3.83, 2.78, -7.57)  0.356
H (-2.88, 3.08, -5.30)  0.390
H (-3.04, 1.22, -3.65)  0.183
H (-3.77, -0.99, -4.48)  0.400
H (-4.71, -1.26, -6.60)  0.343
N (2.76, -5.08, -2.70)  -0.610
C (2.02, -5.55, -1.68)  -0.355
C (1.64, -4.74, -0.62)  -0.664
C (1.92, -3.40, -0.59)  0.332
C (2.70, -2.89, -1.65)  -0.500
C (3.10, -3.78, -2.68)  -0.534
H (1.76, -6.60, -1.75)  0.404
H (1.04, -5.08, 0.22)  0.518
H (1.60, -2.78, 0.23)  0.347
H (2.99, -1.85, -1.72)  0.628
H (3.71, -3.41, -3.48)  0.379
N (2.86, 2.34, 4.84)  -0.627
C (2.08, 1.70, 3.91)  -0.277
C (1.29, 0.64, 4.22)  0.951
C (1.27, 0.17, 5.51)  -0.434
C (1.99, 0.83, 6.50)  -0.392
C (2.82, 1.92, 6.10)  -0.492
H (2.23, 2.04, 2.90)  0.490
H (0.68, 0.11, 3.51)  -0.178
H (0.65, -0.70, 5.69)  0.167
H (1.93, 0.41, 7.49)  0.410
H (3.41, 2.39, 6.87)  0.375
N (-0.12, 4.09, -2.20)  -0.390
C (-0.22, 4.51, -3.46)  -0.119
C (-1.16, 5.45, -3.83)  -0.887
C (-1.97, 6.02, -2.87)  -0.154
C (-1.81, 5.64, -1.53)  -0.733
C (-0.90, 4.62, -1.24)  -0.127
H (0.40, 4.00, -4.19)  0.472
H (-1.38, 5.60, -4.88)  0.438
H (-2.69, 6.74, -3.23)  0.387
H (-2.47, 6.10, -0.81)  0.446
H (-0.89, 4.34, -0.20)  0.402
N (-0.67, -1.95, 3.31)  0.345
C (0.10, -2.85, 4.00)  -0.228
C (-0.34, -3.42, 5.23)  -1.007
C (-1.58, -2.99, 5.77)  -0.341
C (-2.32, -2.04, 5.04)  -0.656
C (-1.84, -1.51, 3.84)  -0.308
H (0.93, -3.23, 3.43)  0.523
H (0.25, -4.18, 5.71)  0.473
H (-2.03, -3.34, 6.68)  0.444
H (-3.24, -1.70, 5.49)  0.400
H (-2.31, -0.79, 3.19)  0.401
N (-2.96, 4.16, 3.53)  -0.600
C (-3.71, 3.31, 2.81)  -0.394
C (-3.24, 2.21, 2.07)  -0.690
C (-1.83, 2.13, 1.96)  0.732
C (-0.99, 2.99, 2.69)  -0.396
C (-1.60, 3.92, 3.48)  -0.617
H (-4.76, 3.53, 2.68)  0.374
H (-3.90, 1.63, 1.44)  0.482
H (-1.35, 1.44, 1.28)  0.243
H (0.07, 2.88, 2.55)  0.450
H (-0.98, 4.64, 3.99)  0.413

***

# 6
Here is a molecular structure, C26H38FN2O6PS from OMol25. Energies are from wB97M-V/def2-TZVPD.

Output
gap between HOMO and LUMO	3.6223	eV
HOMO energy	-5.066	eV
electronic energy	-65682.7962	eV
LUMO	-1.443	eV

Each line ends with the Mulliken charge.
Cartesian coordinates (Å):
C (2.28, -4.61, 2.69)  -1.411
C (1.73, -4.18, 1.31)  -0.089
C (2.17, -2.73, 1.07)  -1.007
C (1.46, -2.01, -0.14)  -1.205
C (0.37, -1.11, 0.39)  0.774
C (0.73, 0.13, 0.90)  1.699
C (2.20, 0.54, 0.86)  -0.742
O (2.95, 0.06, 1.68)  -0.531
O (2.67, 1.50, -0.03)  0.025
P (2.55, 1.14, -1.62)  0.570
O (1.24, 0.63, -2.03)  -0.575
O (2.86, 2.49, -2.35)  -0.387
O (3.77, 0.17, -1.94)  -0.506
C (-0.27, 0.96, 1.42)  0.408
C (0.20, 2.28, 2.00)  -1.194
C (0.93, 3.12, 0.99)  0.089
C (2.16, 3.59, 1.35)  -0.089
C (2.97, 4.29, 0.52)  -1.417
C (2.54, 4.53, -0.76)  1.300
C (3.44, 5.24, -1.70)  -1.659
C (1.29, 4.09, -1.11)  -1.563
C (0.48, 3.39, -0.28)  0.509
C (-1.57, 0.55, 1.41)  0.371
C (-2.61, 1.49, 1.98)  -1.338
C (-2.85, 2.75, 1.14)  -0.258
N (-2.84, 2.85, -0.12)  -0.644
N (-1.89, -0.65, 0.89)  0.330
C (-3.31, -1.06, 0.91)  -2.089
C (-4.20, -0.32, -0.11)  0.459
C (-5.64, -0.83, 0.14)  -0.914
O (-6.13, -0.10, 1.28)  -0.540
C (-0.95, -1.47, 0.40)  1.206
C (-1.31, -2.82, -0.19)  -1.400
S (-2.18, -2.63, -1.77)  -0.089
C (-1.02, -3.10, -3.08)  -0.493
C (-0.56, -4.59, -2.93)  -0.959
H (3.38, -4.60, 2.66)  0.339
H (1.97, -5.61, 2.98)  0.394
H (2.02, -3.87, 3.45)  0.352
H (2.26, -4.80, 0.58)  0.305
H (0.64, -4.32, 1.28)  0.178
H (1.91, -2.16, 1.96)  0.346
H (3.25, -2.62, 0.97)  0.688
H (2.23, -1.43, -0.65)  -0.185
H (1.10, -2.71, -0.89)  0.509
H (2.19, 2.64, -3.02)  0.346
H (3.85, 0.07, -2.89)  0.359
H (0.90, 2.04, 2.81)  0.508
H (-0.59, 2.88, 2.46)  0.421
H (2.52, 3.38, 2.36)  0.315
H (3.94, 4.59, 0.90)  0.361
H (4.00, 4.42, -2.24)  0.503
H (2.87, 5.78, -2.46)  0.232
H (4.17, 5.85, -1.17)  0.384
H (0.96, 4.30, -2.13)  0.594
H (-0.49, 3.04, -0.61)  0.267
H (-3.58, 1.03, 2.19)  0.453
H (-2.22, 1.83, 2.95)  0.738
H (-3.10, 3.66, 1.71)  0.509
H (-2.60, 1.93, -0.52)  0.350
H (-3.67, -0.88, 1.92)  0.346
H (-3.46, -2.12, 0.72)  0.756
H (-4.24, 0.75, 0.11)  0.192
H (-3.90, -0.55, -1.13)  0.226
H (-6.24, -0.50, -0.71)  0.346
H (-5.68, -1.91, 0.30)  0.409
H (-6.47, -0.75, 1.90)  0.323
H (-2.03, -3.28, 0.49)  0.568
H (-0.46, -3.49, -0.23)  -0.008
H (-1.60, -3.05, -4.01)  0.434
H (-0.19, -2.41, -3.21)  0.320
H (-1.15, -5.21, -3.60)  0.348
H (0.49, -4.69, -3.17)  0.271
H (-0.79, -4.91, -1.91)  0.246
F (4.16, 4.11, -3.34)  -0.684

***

electronic energy of number 5 (C52H55N11)?
-71202.9178 eV